ORCA calculation (ωB97M-V with the def2-TZVPD basis set) on a molecular structure, C28H60InN2O4S.

```
96
Properties=species:S:1:pos:R:3:forces:R:3:mulliken_spin:R:1
C -6.4753 0.0604 1.8689 0.0 -0.1 0.0 0.000
C -4.9698 0.0973 2.1174 -0.1 0.0 0.0 0.000
C -4.2329 0.9725 1.1064 0.0 0.0 0.1 0.000
O -2.8777 1.0666 1.3832 0.0 0.1 -0.1 -0.001
In -1.5511 0.6074 -0.1646 0.6 -0.2 0.0 0.005
C -1.1892 -1.5723 -0.0651 -0.2 0.1 0.0 -0.002
C -2.4208 -2.3014 0.4875 0.1 -0.1 0.0 0.001
C -2.6180 -3.7843 0.1479 -0.1 0.0 0.1 0.000
C -2.7236 -4.1203 -1.3294 -0.1 -0.1 0.0 0.000
O -1.4486 -4.1647 -1.9773 0.0 0.2 -0.4 0.000
C -2.5426 1.0053 -2.1226 0.0 -0.1 0.0 0.000
S -3.3553 -0.5035 -2.7585 0.0 -0.1 0.1 0.000
C -5.1018 -0.0231 -2.8495 -0.1 0.0 -0.1 0.000
C -6.0080 -1.1796 -2.4501 0.1 -0.1 0.0 0.000
H -6.9699 -0.6683 2.5153 0.0 0.0 0.0 0.000
H -6.6917 -0.2214 0.8341 0.0 0.0 0.0 0.000
H -6.9330 1.0343 2.0581 0.0 0.0 -0.1 0.000
H -4.5622 -0.9165 2.0758 0.1 0.0 0.0 0.000
H -4.7652 0.4785 3.1224 0.0 0.0 0.0 0.000
H -4.4415 0.5576 0.0992 0.0 0.0 0.0 0.000
H -4.7113 1.9729 1.1217 0.0 0.0 0.0 0.000
H -0.0631 1.5571 0.0494 -0.1 0.1 0.0 -0.001
H -0.3122 -1.7743 0.5571 0.0 -0.1 -0.1 -0.002
H -0.9433 -1.8960 -1.0798 0.0 0.0 0.0 0.003
H -3.3409 -1.7906 0.1770 0.0 0.0 0.0 0.000
H -2.3817 -2.2189 1.5785 -0.2 0.1 0.0 0.000
H -1.8518 -4.4167 0.6103 0.1 0.1 -0.1 0.000
H -3.5771 -4.0950 0.5864 0.1 0.0 0.1 0.000
H -3.3802 -3.3958 -1.8208 0.1 0.0 0.0 0.000
H -3.1802 -5.1106 -1.4455 0.0 0.0 0.0 0.000
H -1.4808 -3.5601 -2.7315 0.0 -0.1 0.3 0.000
H -1.7955 1.2924 -2.8642 -0.1 0.1 0.0 0.000
H -3.2968 1.7921 -2.0857 0.0 0.0 0.0 0.000
H -5.2437 0.8264 -2.1803 0.0 -0.1 0.1 0.000
H -5.3427 0.3093 -3.8626 0.0 0.1 0.0 0.000
H -5.9496 -1.9886 -3.1818 0.0 0.0 0.0 0.000
H -5.6974 -1.5886 -1.4870 0.0 0.1 0.0 0.000
H -7.0512 -0.8619 -2.3818 0.0 0.0 0.0 0.000
C -0.3627 3.2810 3.0981 -0.1 -0.1 0.0 0.041
C 0.6156 4.4182 2.8026 -0.2 0.0 0.1 -0.018
C 1.6435 3.9834 1.7509 0.1 0.0 -0.1 0.042
C 2.6438 2.9614 2.2809 0.0 0.0 0.1 -0.026
C 3.3422 3.4706 3.5405 0.0 0.0 -0.1 0.037
C 2.3740 3.9328 4.6392 -0.1 0.0 0.2 -0.009
N 1.3683 4.8662 4.0268 0.5 0.1 -0.4 0.425
O 1.7562 6.0903 3.9901 -0.2 -0.2 0.2 0.515
C 1.7020 2.7359 5.3183 -0.1 0.0 0.0 0.025
C 3.1311 4.7038 5.7158 0.1 0.0 0.0 -0.004
C -0.1937 5.6025 2.2879 0.0 0.0 0.0 -0.009
H -1.0656 3.2014 2.2688 0.0 0.0 0.0 0.003
H 0.1114 2.3074 3.1687 0.0 0.0 0.0 0.002
H -0.9307 3.4626 4.0119 0.0 0.0 0.0 -0.019
H 2.1846 4.8723 1.4077 0.0 0.0 0.0 -0.001
H 1.1023 3.5721 0.8956 0.0 0.0 0.0 0.002
H 2.1473 2.0070 2.4696 0.0 0.0 0.0 0.001
H 3.3921 2.7599 1.5121 0.0 0.0 0.0 0.002
H 3.9849 2.6924 3.9632 0.0 0.0 0.0 0.000
H 3.9895 4.3133 3.2772 0.0 0.0 0.0 0.003
H 0.8797 3.0675 5.9538 0.0 0.0 0.0 -0.013
H 2.4403 2.2361 5.9474 0.0 0.0 0.0 0.001
H 1.3196 1.9978 4.6219 0.0 0.0 0.0 0.001
H 3.7118 5.5193 5.2943 0.0 0.0 0.0 0.003
H 3.8074 4.0127 6.2232 0.0 0.0 0.0 0.000
H 2.4415 5.1207 6.4507 0.0 0.0 0.0 -0.004
H -0.8964 5.9494 3.0471 0.0 0.0 0.0 -0.002
H -0.7596 5.2705 1.4166 0.0 0.0 0.0 0.000
H 0.4432 6.4355 2.0026 0.0 0.0 0.0 0.002
C 4.3409 -4.4703 -2.7502 0.0 0.0 0.0 0.028
C 3.3004 -3.5748 -2.0688 0.2 -0.1 0.0 -0.010
C 1.9093 -3.7778 -2.6778 -0.1 0.1 0.0 0.027
C 1.7813 -3.1986 -4.0838 0.0 0.0 0.0 -0.014
C 2.1779 -1.7248 -4.1159 -0.1 0.0 0.0 0.032
C 3.5696 -1.4520 -3.5286 0.2 0.0 0.0 0.001
N 3.6620 -2.1195 -2.1814 -0.7 0.1 -0.2 0.413
O 3.1795 -1.3969 -1.2389 0.3 -0.1 0.1 0.526
C 4.6729 -1.9258 -4.4788 0.0 -0.1 0.0 0.024
C 3.7597 0.0469 -3.3154 0.0 0.0 0.0 -0.015
C 3.2790 -3.9375 -0.5881 -0.1 0.0 0.0 -0.010
H 4.2200 -5.4862 -2.3723 0.0 0.0 0.0 0.002
H 4.2359 -4.5195 -3.8301 0.0 0.0 0.0 0.001
H 5.3532 -4.1386 -2.5140 0.0 0.0 0.0 -0.016
H 1.1681 -3.3058 -2.0265 0.0 0.0 0.0 0.005
H 1.6810 -4.8469 -2.6817 0.0 0.0 0.0 0.002
H 2.3822 -3.7711 -4.7978 0.0 0.0 0.0 0.000
H 0.7452 -3.2972 -4.4147 0.0 0.0 0.0 -0.001
H 2.1647 -1.3471 -5.1425 0.0 0.0 0.0 0.003
H 1.4434 -1.1439 -3.5507 0.0 0.0 0.1 0.001
H 5.6431 -1.9079 -3.9797 0.0 0.0 0.0 -0.013
H 4.7148 -1.2428 -5.3282 0.0 0.0 0.0 0.002
H 4.5089 -2.9221 -4.8778 0.0 0.0 0.0 0.001
H 2.9568 0.4734 -2.7218 0.0 0.0 0.0 0.006
H 3.7761 0.5352 -4.2921 0.0 0.0 0.0 0.000
H 4.7037 0.2488 -2.8075 0.0 0.0 0.0 -0.001
H 4.2512 -3.7496 -0.1289 0.0 0.0 0.0 -0.002
H 3.0470 -5.0002 -0.4979 0.0 0.0 0.0 0.000
H 2.5267 -3.3686 -0.0498 0.0 0.0 0.0 0.006
```
Positions in Å, forces in eV/Å.

Properties
HOMO energy (spin up / spin down): -4.4 / -4.4 eV
E: -2101.53597 Eh
2S+1: 3
total charge: -1


ORCA calculation (ωB97M-V with the def2-TZVPD basis set) on a molecular structure, C28H61BGeLiN4O3S2Si2Te.

```
104
Properties=species:S:1:pos:R:3:forces:R:3:mulliken_spin:R:1
Li 0.6818 -0.6971 0.8096 0.0 -0.4 0.3 -0.009
C 4.5305 0.0130 3.2815 0.0 0.0 0.0 0.000
C 3.2843 -0.8616 3.1540 0.0 0.0 0.1 0.000
C 3.6776 -2.2723 2.7135 0.0 0.0 0.0 0.000
C 2.5768 -0.9328 4.5063 0.0 0.0 0.1 0.000
O 2.3781 -0.3505 2.1952 0.0 0.1 -0.2 0.008
Ge 2.3501 1.2346 1.2010 -0.1 -0.1 0.0 0.005
O 0.4064 1.1930 1.2767 0.2 0.0 -0.2 0.023
C -0.3568 1.7820 2.3215 0.0 0.0 0.1 0.003
C 0.0945 1.2703 3.6871 0.0 0.0 0.0 0.002
C -1.8099 1.3747 2.0830 0.0 0.0 0.0 0.018
C -0.2205 3.3018 2.2770 0.0 0.0 0.0 -0.003
O 1.9709 0.1636 -0.3486 0.0 0.2 0.0 0.096
C 2.9194 -0.3907 -1.2521 0.0 0.0 0.0 -0.013
C 4.3477 0.0022 -0.8805 0.0 0.0 0.0 0.000
C 2.7682 -1.9096 -1.2192 0.0 0.0 0.0 0.004
C 2.6021 0.1244 -2.6562 0.0 0.0 0.0 0.042
H 5.2152 -0.4078 4.0212 0.0 0.0 0.0 0.000
H 5.0605 0.0858 2.3294 0.0 0.0 0.0 0.000
H 4.2618 1.0226 3.5999 0.0 0.0 0.0 0.000
H 4.3109 -2.7614 3.4580 0.0 0.0 0.0 0.000
H 2.7747 -2.8700 2.5649 0.0 0.0 0.0 0.000
H 4.2246 -2.2369 1.7697 0.0 0.0 0.0 0.000
H 3.1861 -1.4741 5.2356 0.0 0.0 0.0 0.000
H 2.3882 0.0680 4.8980 0.0 0.0 0.0 0.000
H 1.6211 -1.4423 4.3844 0.0 0.0 0.0 0.000
H 0.0675 0.1812 3.7083 0.0 0.0 0.0 0.000
H 1.1166 1.5919 3.8992 0.0 0.0 0.0 0.000
H -0.5542 1.6621 4.4745 0.0 0.0 0.0 0.000
H -2.1659 1.7617 1.1221 0.0 0.0 0.0 0.009
H -2.4619 1.7636 2.8684 0.0 0.0 0.0 -0.001
H -1.8896 0.2845 2.0713 0.0 0.0 0.0 -0.008
H 0.8176 3.5982 2.4421 0.0 0.0 0.0 0.000
H -0.5348 3.6843 1.3047 0.0 0.0 0.0 0.004
H -0.8381 3.7685 3.0469 0.0 0.0 0.0 0.000
H 4.5962 -0.3607 0.1189 0.0 0.0 0.0 0.000
H 5.0544 -0.4400 -1.5857 0.0 0.0 0.0 0.000
H 4.4769 1.0867 -0.9000 0.0 0.0 0.0 -0.001
H 2.9706 -2.2828 -0.2139 0.0 0.0 0.0 0.000
H 1.7484 -2.1914 -1.4892 0.0 0.0 0.0 -0.002
H 3.4572 -2.3937 -1.9154 0.0 0.0 0.0 0.000
H 2.6355 1.2173 -2.6743 0.0 0.0 0.0 -0.003
H 3.3183 -0.2573 -3.3869 0.0 0.0 0.0 0.001
H 1.6041 -0.2029 -2.9578 0.0 0.0 0.0 -0.010
C -4.1165 -0.8000 -0.1205 0.0 0.0 0.0 -0.028
N -3.4744 -2.0886 -0.0040 0.0 -0.1 0.0 0.011
C -3.9658 -3.1591 0.7179 0.0 0.0 0.0 0.007
C -3.0429 -4.1374 0.6272 0.0 0.0 0.0 0.001
N -1.9861 -3.6751 -0.1220 0.0 0.1 0.0 0.008
B -0.6234 -4.4313 -0.2540 0.0 0.0 0.0 -0.002
N -0.1336 -4.7486 1.1980 0.0 0.0 0.0 -0.002
C 0.3506 -5.9868 1.5627 0.0 0.0 0.0 0.000
C 0.7171 -5.9391 2.8592 0.0 0.0 0.0 0.000
N 0.4472 -4.6566 3.2962 0.0 0.0 -0.1 0.000
C 0.6570 -4.1858 4.6478 0.0 0.0 0.0 0.000
C -0.0622 -3.9268 2.2639 0.0 0.0 0.1 0.000
S -0.5466 -2.2947 2.3899 0.0 0.1 -0.1 -0.004
C -2.2608 -2.4226 -0.5018 -0.1 0.0 0.0 0.015
S -1.2825 -1.4528 -1.5287 0.1 0.0 0.0 0.254
H -5.1791 -0.9360 -0.3169 0.0 0.0 0.0 -0.001
H -3.6580 -0.2693 -0.9495 0.0 0.0 0.0 0.025
H -3.9824 -0.2183 0.7921 0.0 0.0 0.0 0.005
H -4.9150 -3.1153 1.2206 0.0 0.0 0.0 0.001
H -3.0341 -5.1268 1.0491 0.0 0.0 0.0 0.001
H -0.8018 -5.4937 -0.7987 0.0 0.0 0.0 0.001
H 0.1617 -3.7335 -0.8295 0.0 0.0 0.0 0.002
H 0.3889 -6.7949 0.8549 0.0 0.0 0.0 0.000
H 1.1339 -6.6864 3.5103 0.0 0.0 0.0 0.000
H 1.7164 -4.0072 4.8342 0.0 0.0 0.0 0.000
H 0.2813 -4.9268 5.3524 0.0 0.0 0.0 0.000
H 0.1112 -3.2540 4.7697 0.0 0.0 0.0 0.000
C -3.6724 -0.8506 -4.1320 0.0 0.1 0.0 -0.001
Si -3.1953 0.9618 -4.0232 0.0 0.0 0.0 0.025
C -4.3177 1.8406 -2.7914 0.0 -0.1 -0.1 0.016
C -3.4315 1.7732 -5.7013 0.0 -0.1 0.1 0.001
C -1.3438 1.1429 -3.6087 -0.2 0.0 0.0 0.019
Te -0.7217 1.4120 -1.5892 0.1 0.1 -0.1 0.380
C -1.3191 3.4673 -1.5728 0.0 0.0 0.1 0.049
Si 0.0975 4.6288 -2.0772 0.0 0.0 0.0 0.034
C -0.5419 6.3824 -1.8889 0.0 -0.1 0.0 0.009
C 0.5810 4.3152 -3.8644 0.0 0.0 0.1 0.010
C 1.5815 4.3357 -0.9787 0.0 0.0 0.0 -0.002
H -4.0939 -1.2172 -3.1947 0.0 0.0 0.0 0.001
H -4.4245 -0.9917 -4.9124 0.0 0.0 0.0 0.000
H -2.8150 -1.4839 -4.3621 0.0 0.0 0.0 0.001
H -5.3430 1.4918 -2.9445 0.0 0.0 0.0 0.000
H -4.3245 2.9235 -2.9247 0.0 0.0 0.0 0.004
H -4.0530 1.6340 -1.7527 0.0 0.0 0.0 -0.006
H -4.4780 1.7283 -6.0119 0.0 0.0 0.0 0.000
H -2.8363 1.2722 -6.4681 0.0 0.0 0.0 0.000
H -3.1338 2.8242 -5.6809 0.0 0.0 0.0 0.000
H -0.9145 1.9825 -4.1583 0.0 0.0 0.0 -0.003
H -0.8326 0.2371 -3.9426 0.0 0.0 0.0 -0.003
H -1.6298 3.7030 -0.5529 0.0 0.0 0.0 0.001
H -2.1840 3.5910 -2.2208 -0.1 0.0 -0.1 0.000
H -1.4136 6.5616 -2.5217 0.0 0.0 0.0 0.000
H 0.2278 7.1058 -2.1680 0.0 0.0 0.0 0.001
H -0.8294 6.5860 -0.8552 0.0 0.0 0.0 0.000
H -0.2740 4.3694 -4.5424 0.0 0.0 0.0 0.002
H 1.0611 3.3417 -3.9906 0.0 0.0 0.0 -0.007
H 1.3013 5.0719 -4.1855 0.0 0.0 0.0 0.000
H 1.3539 4.4943 0.0769 0.0 0.0 0.0 0.002
H 2.3926 5.0172 -1.2480 0.0 0.0 0.0 0.000
H 1.9627 3.3151 -1.0759 0.0 0.0 0.0 0.010
```
Positions in Å, forces in eV/Å.

Properties
HOMO energy (spin up / spin down): -7.2 / -7.2 eV
E: -5301.17886 Eh
2S+1: 2
relative energy (zero: lowest compared OMol25 entry of this formula, charge and spin): 0.0 kJ/mol


Ordered molecular weight results: 635.7, 840.1; unit g/mol.